Entry from the OMol25 dataset: an isolated molecule of C4H8S at a distorted geometry (wB97M-V/def2-TZVPD).

Last column: natural (NBO) charge in e.
Positions of all 13 atoms, in Å:
C: -2.325 -0.699 0.114  -0.659
C: -1.398 0.444 -0.194  -0.195
C: -0.047 0.433 -0.257  -0.387
S: 1.137 -0.860 -0.292  0.245
C: 2.643 0.055 0.144  -0.750
H: -1.670 -1.487 0.391  0.216
H: -2.987 -0.344 0.890  0.224
H: -2.774 -1.155 -0.779  0.223
H: -1.813 1.392 -0.453  0.197
H: 0.351 1.471 -0.397  0.207
H: 3.160 -0.308 1.041  0.222
H: 2.253 1.090 0.373  0.232
H: 3.471 -0.033 -0.581  0.226

Forces on the atoms, in the same order (eV/Å):
1.102 0.475 -1.193
1.290 -0.920 -0.375
-0.749 1.792 -0.244
-0.089 -0.318 0.190
0.160 0.880 0.696
0.342 -0.918 1.169
-0.531 -0.567 0.056
-0.616 0.713 0.210
-0.450 0.615 0.230
0.113 -1.158 -0.100
-0.745 -0.142 0.237
1.088 -0.955 -0.540
-0.915 0.503 -0.335

E_HOMO = -8.09 eV
Energy relative to the best compared isomer or geometry (same formula, charge and spin) = 16.07 kcal per mole
Orbital gap = 9.1 eV
Lowest unoccupied orbital energy = 0.992 eV
Electronic energy = -555.3443 Eh